(1)
Formula: C53H62N3O3PS2
Source: OMol25
Level of theory: ωB97M-V/def2-TZVPD

```
124
Properties=species:S:1:pos:R:3:mulliken_charge:R:1
N 4.336 -1.630 3.352 -0.4604
C 4.208 -2.356 2.328 0.2961
N 4.742 -2.096 1.056 -0.4690
N 3.445 -3.533 2.397 -0.3330
C 2.019 -3.178 2.214 0.2220
C 1.083 -4.332 2.490 -0.9242
C -0.329 -4.083 1.958 -1.0841
C -0.825 -2.687 2.189 -0.2367
O -0.433 -1.861 1.056 -0.3504
S -0.453 -0.248 1.226 0.7699
O -1.232 0.220 0.136 -0.6375
O -1.428 0.046 2.566 -0.2163
P -0.661 0.783 3.806 0.2711
S 0.989 -0.041 4.377 -0.3026
H 4.897 -0.804 3.163 0.1506
H 3.956 -2.013 0.414 0.1392
H 5.199 -1.193 1.053 0.3060
H 3.584 -3.933 3.315 0.3394
H 1.890 -2.851 1.191 -0.0039
H 1.775 -2.370 2.890 0.0864
H 1.479 -5.255 2.100 0.3387
H 1.021 -4.459 3.563 0.3703
H -0.385 -4.326 0.907 0.3685
H -0.984 -4.771 2.469 0.4431
H -0.483 -2.292 3.135 0.1864
H -1.905 -2.691 2.215 0.4764
H -0.472 2.131 3.478 0.0616
H -1.624 0.739 4.816 0.0482
C -1.247 2.835 -3.327 -1.1028
C -0.682 1.733 -2.702 0.1134
C 0.304 1.000 -3.349 -0.1614
C 0.729 1.372 -4.618 -0.3274
C 0.167 2.479 -5.239 -0.7478
C -0.822 3.208 -4.594 -0.3546
H -2.015 3.409 -2.823 0.5037
H -1.004 1.445 -1.711 0.4427
H 0.742 0.137 -2.862 0.3837
H 1.500 0.801 -5.121 0.4231
H 0.502 2.775 -6.225 0.4356
H -1.259 4.073 -5.077 0.4856
C 2.918 4.595 0.957 -0.4843
C 3.507 5.215 -0.136 -0.4920
C 3.274 4.733 -1.417 -0.3876
C 2.445 3.636 -1.606 -0.3028
C 1.853 3.019 -0.513 0.1568
C 2.093 3.496 0.768 -0.4487
H 3.103 4.969 1.956 0.3954
H 4.149 6.074 0.010 0.3726
H 3.737 5.214 -2.269 0.4058
H 2.255 3.261 -2.605 0.3318
H 1.204 2.165 -0.663 0.0481
H 1.638 3.008 1.622 0.4034
C -1.611 8.289 -2.999 -0.3213
C -1.059 7.174 -2.384 -0.6260
C -0.080 6.436 -3.034 -0.1066
C 0.350 6.816 -4.297 -0.4657
C -0.200 7.932 -4.911 -0.4606
C -1.183 8.667 -4.264 -0.4171
H -2.376 8.863 -2.493 0.3648
H -1.391 6.880 -1.397 0.3854
H 0.347 5.562 -2.557 0.5171
H 1.115 6.241 -4.803 0.4040
H 0.137 8.229 -5.896 0.3684
H -1.616 9.535 -4.744 0.3583
C -6.200 1.010 5.512 -0.4515
C -7.106 -0.035 5.412 -0.4342
C -6.779 -1.171 4.685 -0.4020
C -5.542 -1.264 4.063 -0.5490
C -4.635 -0.220 4.165 0.2430
C -4.965 0.919 4.887 -0.3124
H -6.457 1.897 6.076 0.3620
H -8.069 0.035 5.901 0.3597
H -7.488 -1.984 4.602 0.3749
H -5.286 -2.151 3.498 0.3327
H -3.672 -0.295 3.678 0.1738
H -4.260 1.738 4.962 0.3583
C 3.423 -4.262 -1.725 -0.1033
C 4.091 -5.180 -2.523 -0.6237
C 4.256 -4.931 -3.879 -0.3018
C 3.754 -3.763 -4.438 -0.6432
C 3.086 -2.848 -3.639 -0.4068
C 2.921 -3.098 -2.285 -0.3082
H 3.293 -4.454 -0.667 0.2836
H 4.484 -6.089 -2.088 0.3946
H 4.773 -5.649 -4.501 0.3684
H 3.878 -3.572 -5.496 0.3986
H 2.685 -1.939 -4.071 0.5146
H 2.390 -2.383 -1.665 0.4232
C -0.553 -2.692 -4.494 -0.2218
C -1.826 -2.194 -4.716 -0.2802
C -2.741 -2.927 -5.458 -0.4693
C -2.381 -4.164 -5.973 -0.3939
C -1.108 -4.667 -5.743 -0.5273
C -0.193 -3.928 -5.006 -0.1674
H 0.157 -2.120 -3.911 0.1728
H -2.105 -1.233 -4.301 0.4261
H -3.735 -2.535 -5.631 0.3879
H -3.095 -4.739 -6.548 0.3521
H -0.829 -5.637 -6.136 0.3771
H 0.800 -4.319 -4.819 0.3265
C -4.520 -0.794 -1.524 -0.1829
C -5.285 -1.547 -0.645 -0.5211
C -6.502 -2.071 -1.057 -0.3745
C -6.952 -1.847 -2.351 -0.4129
C -6.186 -1.094 -3.230 -0.4729
C -4.973 -0.564 -2.814 -0.4984
H -3.570 -0.384 -1.200 0.4675
H -4.931 -1.727 0.362 0.4495
H -7.102 -2.655 -0.370 0.3725
H -7.899 -2.258 -2.674 0.3659
H -6.536 -0.920 -4.240 0.3925
H -4.377 0.029 -3.497 0.4332
C 5.959 -0.868 7.931 -0.3742
C 5.788 0.012 8.991 -0.4183
C 4.742 0.923 8.974 -0.3349
C 3.864 0.949 7.899 -0.4925
C 4.034 0.068 6.841 0.0486
C 5.083 -0.839 6.855 -0.4136
H 6.777 -1.577 7.944 0.3630
H 6.471 -0.013 9.831 0.3537
H 4.611 1.613 9.798 0.3538
H 3.045 1.658 7.887 0.3619
H 3.350 0.085 6.004 0.1908
H 5.212 -1.520 6.024 0.3608
```

Calculated values
maximum force	1.70	eV/Å
HOMO level	-9.089	eV
spin multiplicity	1



(2)
Formula: C53H65BrClIN2O9PS
Source: OMol25
Level of theory: ωB97M-V/def2-TZVPD

```
134
Properties=species:S:1:pos:R:3:mulliken_charge:R:1
C 4.871 0.290 -3.279 -1.2970
C 3.747 0.354 -2.236 -0.1585
C 2.743 -0.803 -2.388 -1.0015
N 1.493 -0.552 -1.730 0.6826
C 1.421 -0.568 -0.296 -0.7517
C 1.616 -1.960 0.318 -0.9982
C 2.122 -1.976 1.775 -0.3723
C 3.206 -3.002 2.030 0.3686
O 4.055 -2.851 2.924 -0.5516
O 3.252 -4.087 1.172 -0.5088
C 0.196 0.292 0.048 -1.0087
Br 0.371 0.964 1.856 0.0624
N -1.169 -0.250 -0.309 1.5009
C -2.042 0.962 -0.597 -1.3514
C -3.576 1.029 -0.434 -1.8973
P -4.905 -0.195 -0.371 -0.0205
O -5.930 0.324 0.549 -0.5466
O -4.487 -1.683 0.021 -0.1539
C -5.266 -2.369 1.035 0.4970
C -4.714 -3.763 1.159 -1.5072
O -5.473 -0.268 -1.857 -0.1150
C -6.536 -1.219 -2.031 -0.1839
C -7.298 -0.845 -3.289 -1.4516
C -1.683 -1.226 0.730 0.1308
C -2.451 -0.859 2.026 -1.1034
C -2.820 0.567 2.459 -0.9029
I -1.439 -1.826 3.727 0.1606
C -0.919 -1.082 -1.598 -1.8697
C -2.165 -1.505 -2.394 1.5734
Cl -1.696 -3.087 -3.136 -0.1475
C -2.740 -0.620 -3.491 0.3546
C -3.832 -1.336 -4.300 -1.8846
C 0.256 -0.676 -2.480 -0.5267
C 0.102 0.558 -3.415 -1.8525
S 0.339 0.093 -5.174 -0.1981
C 1.872 0.950 -5.679 -0.1402
C 2.779 -0.029 -6.404 -1.2621
H 4.952 -0.684 -3.747 0.4052
H 4.712 1.065 -4.020 0.2283
H 5.818 0.534 -2.819 0.3501
H 4.204 0.307 -1.251 0.3220
H 3.201 1.291 -2.298 0.3210
H 2.602 -0.947 -3.454 0.2072
H 3.272 -1.695 -2.045 0.3690
H 2.256 0.028 0.064 1.3631
H 0.771 -2.635 0.203 0.1520
H 2.411 -2.420 -0.255 0.8001
H 2.608 -1.029 1.977 0.3520
H 1.320 -2.100 2.492 -0.0722
H 2.618 -4.765 1.417 0.3426
H 0.333 1.176 -0.558 0.7394
H -1.652 1.744 0.041 1.0972
H -1.751 1.298 -1.583 0.7299
H -3.938 1.692 -1.217 0.6646
H -3.789 1.608 0.453 1.0568
H -5.213 -1.846 1.982 -0.4557
H -6.311 -2.425 0.757 0.6358
H -5.358 -4.342 1.808 0.4865
H -4.744 -4.244 0.186 0.3488
H -3.690 -3.777 1.517 0.2117
H -7.235 -1.193 -1.203 0.5346
H -6.144 -2.225 -2.149 0.2568
H -7.609 0.189 -3.186 0.3411
H -6.636 -0.879 -4.144 0.2562
H -8.163 -1.480 -3.422 0.4257
H -0.802 -1.771 1.037 -0.2550
H -2.258 -1.988 0.225 0.0366
H -3.349 -1.443 2.054 0.7525
H -2.632 0.731 3.508 0.5754
H -2.327 1.368 1.930 0.2814
H -3.891 0.709 2.333 -0.2308
H -0.591 -2.021 -1.168 0.5493
H -2.969 -1.813 -1.733 -0.2542
H -3.161 0.296 -3.094 0.3602
H -2.007 -0.333 -4.232 -0.2441
H -4.404 -2.027 -3.695 0.3818
H -3.425 -1.800 -5.184 0.5399
H -4.530 -0.572 -4.621 0.3417
H 0.389 -1.531 -3.137 1.3409
H -0.863 1.045 -3.397 0.5542
H 0.861 1.294 -3.189 0.6764
H 1.573 1.713 -6.385 0.5194
H 2.349 1.382 -4.810 0.1086
H 3.797 0.345 -6.455 0.3415
H 2.814 -0.998 -5.917 0.2959
H 2.453 -0.181 -7.425 0.4090
C -8.274 2.445 3.549 -0.7791
C -7.346 1.604 2.940 -0.6651
C -6.636 0.698 3.701 0.6461
C -6.834 0.621 5.070 -0.0403
C -7.752 1.474 5.686 0.3388
C -8.477 2.379 4.919 -0.7407
C -7.951 1.438 7.162 0.5105
O -8.751 2.171 7.702 -0.6555
C -7.132 0.477 7.956 0.1701
C -7.262 0.459 9.338 -0.5173
C -6.519 -0.433 10.092 -0.5200
C -5.647 -1.319 9.468 -0.5296
C -5.509 -1.304 8.091 -0.5118
C -6.243 -0.403 7.330 0.0393
C -6.061 -0.379 5.855 0.5646
O -5.298 -1.150 5.300 -0.6701
H -8.836 3.153 2.954 0.4390
H -7.167 1.652 1.878 0.5281
H -5.918 0.045 3.228 0.0101
H -9.193 3.030 5.400 0.5073
H -7.944 1.147 9.818 0.4863
H -6.619 -0.442 11.168 0.4063
H -5.073 -2.019 10.059 0.4091
H -4.830 -1.987 7.601 0.4815
C 11.572 -1.317 -2.499 -0.5257
C 12.848 -0.806 -2.285 -0.4736
C 13.016 0.529 -1.958 -0.5859
C 11.910 1.361 -1.853 0.3207
C 10.630 0.852 -2.088 0.1783
C 10.467 -0.491 -2.401 -0.5540
C 9.433 1.735 -2.022 0.5216
O 8.319 1.292 -2.219 -0.6643
C 9.639 3.178 -1.715 0.1786
C 8.544 4.032 -1.700 -0.5089
C 8.716 5.373 -1.404 -0.5273
C 9.983 5.867 -1.115 -0.4764
C 11.079 5.022 -1.133 -0.6251
C 10.913 3.678 -1.440 0.3102
C 12.111 2.791 -1.484 0.5005
O 13.214 3.221 -1.230 -0.6590
H 11.443 -2.362 -2.746 0.4012
H 13.711 -1.451 -2.372 0.4025
H 14.004 0.931 -1.785 0.4785
H 9.474 -0.882 -2.571 0.4885
H 7.561 3.642 -1.923 0.5105
H 7.862 6.037 -1.398 0.3987
H 10.115 6.914 -0.878 0.3990
H 12.067 5.400 -0.913 0.4859
```

Calculated values
maximum force	3.95	eV/Å
HOMO level	-11.036	eV
net charge	+1
spin multiplicity	1



(3)
Formula: C53H82N11O22S4
Source: OMol25
Level of theory: ωB97M-V/def2-TZVPD

```
172
Properties=species:S:1:pos:R:3:mulliken_charge:R:1
C -3.034 -0.349 2.050 0.3381
N -1.527 -0.355 1.563 0.7559
C -0.903 -1.579 1.573 -0.1406
C 0.328 -1.674 0.846 -0.8708
C 0.933 -0.521 0.316 0.2248
C 0.240 0.692 0.462 -0.5765
C -1.014 0.737 0.965 -1.1615
C 2.215 -0.490 -0.314 0.1790
C 2.267 0.002 -1.591 -0.3213
C 3.492 -0.019 -2.314 -1.0890
N 4.616 -0.407 -1.660 1.0560
C 4.627 -0.945 -0.379 -0.9909
C 3.386 -0.902 0.344 0.6385
C 6.026 -0.349 -2.291 -0.9298
H -3.658 -0.309 1.157 -0.1812
H -3.319 0.465 2.717 0.0945
H -3.181 -1.306 2.550 -0.3209
H -1.502 -2.435 1.848 0.2948
H 0.900 -2.590 0.842 0.8999
H 0.522 1.654 0.061 0.6257
H -1.527 1.682 1.064 0.7142
H 1.341 0.328 -2.042 0.4874
H 3.612 0.314 -3.334 0.4705
H 5.547 -1.373 -0.009 0.4695
H 3.440 -1.199 1.381 0.1356
H 5.911 -0.780 -3.285 0.3071
H 6.686 -1.017 -1.738 0.3631
H 6.306 0.704 -2.258 0.2236
C 3.113 -3.711 -2.151 -0.4297
C 3.338 -4.742 -1.134 0.0268
C 4.818 -5.212 -1.223 -1.3752
O 2.875 -4.253 0.108 -0.9065
H 3.329 -4.115 -3.140 0.4992
H 3.735 -2.816 -2.178 -0.0537
H 2.075 -3.385 -2.083 0.1638
H 2.879 -5.697 -1.389 0.1652
H 5.418 -4.380 -0.852 0.1797
H 5.175 -5.430 -2.229 0.3973
H 4.981 -6.080 -0.584 0.3230
O 5.912 2.559 -4.252 -0.3248
C 6.491 3.468 -4.834 0.5314
N 7.567 4.129 -4.311 -0.4574
C 6.066 3.851 -6.213 -1.1008
H 8.114 4.548 -5.050 0.2397
H 7.784 3.651 -3.448 0.2646
H 5.136 4.420 -6.206 0.1917
H 6.005 2.885 -6.713 0.2626
H 6.773 4.379 -6.853 0.4897
O -5.448 1.959 0.838 -0.3533
C -5.395 2.812 -0.008 0.5234
N -4.329 3.463 -0.411 -0.2055
C -6.646 3.343 -0.801 -1.2183
H -4.510 4.293 -0.958 0.1518
H -3.499 3.584 0.151 0.2145
H -7.229 2.542 -1.258 0.2055
H -6.267 4.107 -1.479 0.3806
H -7.413 3.879 -0.242 0.3378
O 4.704 -4.153 4.745 -0.6630
C 4.624 -4.425 3.559 0.7405
N 3.635 -3.799 2.854 0.2431
C 5.657 -5.345 2.875 -0.8619
H 3.006 -3.346 3.501 -0.1849
H 3.425 -3.982 1.883 0.1775
H 5.184 -6.318 3.008 0.2712
H 6.649 -5.368 3.325 0.3496
H 5.719 -5.017 1.837 0.1560
O -3.389 -2.387 -0.686 -0.2949
C -4.040 -3.382 -0.508 0.4660
N -4.530 -4.123 -1.487 -0.4730
C -4.408 -3.883 0.895 -0.6401
H -4.005 -3.945 -2.331 0.2850
H -4.686 -5.095 -1.262 0.2481
H -3.526 -4.291 1.389 0.1977
H -5.283 -4.525 0.798 0.5368
H -4.807 -3.023 1.433 -0.2761
O -1.508 -4.421 3.057 -0.6428
C -1.214 -4.350 4.220 0.6883
N 0.023 -4.521 4.609 -0.2696
C -2.250 -3.729 5.220 -0.9660
H 0.145 -4.261 5.578 0.1594
H 0.820 -4.914 4.129 0.1752
H -2.941 -3.034 4.743 0.0404
H -2.020 -3.418 6.239 0.3793
H -2.787 -4.654 5.428 0.4424
N -2.103 1.794 -6.126 -0.5997
C -1.896 0.576 -5.540 -0.7009
C -1.378 0.457 -4.209 -0.0931
C -1.223 1.630 -3.415 0.1227
C -1.518 2.812 -4.024 -0.7144
C -1.907 2.893 -5.369 -0.4135
H -1.549 -0.245 -6.150 0.5131
H -1.163 -0.529 -3.825 0.4981
H -0.856 1.672 -2.401 0.4888
H -1.460 3.822 -3.647 0.4013
H -2.301 3.849 -5.681 0.4659
N 3.835 -1.355 -5.080 -0.4470
C 2.520 -1.845 -5.126 -0.3676
C 1.435 -1.145 -5.646 -0.5542
C 1.632 0.153 -6.019 -0.0085
C 2.920 0.718 -5.991 -0.5170
C 4.003 -0.080 -5.564 -0.3179
H 2.454 -2.908 -4.947 0.4739
H 0.467 -1.591 -5.819 0.4759
H 0.823 0.770 -6.379 0.4828
H 3.148 1.730 -6.290 0.4854
H 4.949 0.436 -5.495 0.3394
N 1.470 3.286 -1.681 0.4746
C 1.922 3.217 -2.926 -0.1005
C 2.521 4.246 -3.612 -0.9867
C 2.798 5.416 -2.899 -0.3160
C 2.246 5.549 -1.595 -0.6808
C 1.581 4.494 -0.999 -0.4291
H 1.523 2.392 -3.497 0.4855
H 3.048 3.962 -4.512 0.2785
H 3.451 6.161 -3.330 0.4290
H 2.353 6.431 -0.980 0.4111
H 1.218 4.538 0.017 0.4249
N -7.183 -0.539 -3.227 -0.6140
C -6.535 0.156 -4.177 -0.4981
C -5.237 0.781 -3.967 -0.6295
C -4.724 0.623 -2.649 0.2422
C -5.408 -0.065 -1.700 0.7563
C -6.618 -0.682 -1.972 -0.8667
H -7.045 0.252 -5.124 0.3897
H -4.812 1.377 -4.761 0.4717
H -3.717 0.999 -2.541 0.2412
H -4.876 -0.338 -0.801 -0.2228
H -7.229 -1.206 -1.251 0.5986
C -4.034 2.708 6.579 -0.2124
C -4.861 1.912 5.471 0.0871
O -6.025 2.610 5.225 -0.2291
S -6.334 3.741 6.313 1.0434
O -6.972 3.076 7.434 -0.5201
O -6.962 4.876 5.626 -0.5217
O -4.677 3.940 6.501 -0.3777
H -2.953 2.816 6.496 0.2787
H -4.293 2.387 7.588 0.2997
H -5.170 0.898 5.725 0.1941
H -4.360 1.879 4.504 -0.1333
C 3.932 2.677 2.350 -0.2193
C 5.103 3.673 2.534 -0.4137
O 5.669 3.883 1.232 -0.3993
S 5.399 2.558 0.275 0.9556
O 6.269 1.442 0.680 -0.6175
O 5.368 2.953 -1.113 -0.3306
O 3.883 2.412 0.990 0.0528
H 3.039 3.150 2.760 0.2934
H 4.091 1.719 2.847 0.0815
H 5.861 3.354 3.249 0.3026
H 4.600 4.598 2.815 0.3249
C -8.032 -0.705 1.467 -0.1573
C -8.397 0.106 2.841 -0.3870
O -7.937 -0.808 3.839 -0.4128
S -6.598 -1.643 3.362 1.0444
O -6.873 -3.086 3.453 -0.5787
O -5.461 -0.990 3.935 -0.3801
O -6.774 -1.113 1.778 0.0481
H -7.907 0.075 0.716 0.2058
H -8.759 -1.491 1.258 0.1860
H -9.440 0.378 3.010 0.3718
H -7.773 0.984 3.008 0.1950
C 3.194 -0.216 6.128 -0.3080
C 3.722 -1.326 5.357 -0.3886
O 2.895 -1.301 4.178 -0.2271
S 1.376 -0.656 4.334 0.8600
O 0.239 -1.604 4.399 -0.3416
O 1.224 0.522 3.418 -0.4545
O 1.889 -0.200 5.914 -0.3751
H 3.661 0.699 5.767 0.2497
H 3.337 -0.475 7.177 0.3140
H 3.763 -2.289 5.866 0.3353
H 4.717 -1.115 4.966 0.2854
```

Calculated values
maximum force	6.96	eV/Å
HOMO level	-8.037	eV
net charge	+1
spin multiplicity	1



Computed orbital gap (eV) in order:
9.36; 8.61; 4.77